Molecular formula: C45H59NO6
Method: DFT, ωB97M-V/def2-TZVPD

Values from the calculation:
DFT total energy in eV: -61369.4516
HOMO energy in eV: -7.89

Element x y z (Å)
C (0.92, 3.69, 1.31)
N (-0.26, 2.78, 1.65)
O (-0.29, 2.18, 2.71)
O (-1.22, 2.74, 0.90)
H (0.65, 4.72, 1.57)
H (0.99, 3.57, 0.23)
H (1.85, 3.36, 1.76)
C (-6.49, 3.93, -2.91)
O (-5.85, 3.38, -1.76)
C (-4.76, 2.47, -1.97)
C (-4.16, 2.03, -0.66)
O (-3.50, 3.19, -0.05)
C (-3.22, 2.93, 1.32)
H (-6.20, 3.44, -3.84)
H (-6.17, 4.96, -3.05)
H (-7.54, 3.75, -2.73)
H (-3.96, 2.94, -2.56)
H (-5.14, 1.68, -2.62)
H (-3.53, 1.15, -0.80)
H (-5.02, 1.63, -0.13)
H (-2.51, 3.69, 1.66)
H (-2.70, 2.00, 1.53)
H (-4.11, 3.01, 1.93)
C (4.22, 0.40, 6.40)
O (3.02, 0.25, 5.62)
C (2.98, 1.28, 4.58)
C (1.91, 0.99, 3.57)
O (2.36, 0.12, 2.50)
C (2.44, -1.26, 2.82)
H (4.34, 1.37, 6.88)
H (5.06, 0.27, 5.73)
H (4.22, -0.44, 7.09)
H (3.92, 1.35, 4.02)
H (2.90, 2.26, 5.05)
H (1.58, 1.92, 3.09)
H (0.98, 0.56, 3.95)
H (2.75, -1.64, 3.80)
H (3.26, -1.68, 2.24)
H (1.54, -1.77, 2.49)
C (-2.63, -3.95, -2.45)
C (-2.96, -3.63, -3.73)
C (-3.16, -4.69, -4.64)
C (-2.97, -6.04, -4.30)
C (-2.60, -6.32, -3.01)
C (-2.47, -5.26, -2.06)
H (-2.41, -3.21, -1.69)
H (-3.28, -2.65, -4.03)
H (-3.49, -4.50, -5.65)
H (-3.09, -6.80, -5.05)
H (-2.53, -7.32, -2.59)
H (-2.18, -5.52, -1.05)
C (4.21, -1.93, -1.35)
C (2.86, -2.13, -1.59)
C (1.90, -1.66, -0.71)
C (2.34, -0.98, 0.42)
C (3.66, -0.73, 0.71)
C (4.62, -1.24, -0.18)
H (4.95, -2.38, -2.00)
H (2.72, -2.74, -2.47)
H (0.88, -1.79, -1.03)
H (1.61, -0.61, 1.12)
H (3.94, -0.21, 1.61)
H (5.68, -1.09, -0.08)
C (-1.85, 2.35, -4.05)
C (-2.47, 2.03, -2.82)
C (-1.81, 2.27, -1.61)
C (-0.59, 2.88, -1.68)
C (-0.04, 3.32, -2.89)
C (-0.68, 3.07, -4.09)
H (-2.37, 2.14, -4.97)
H (-3.43, 1.55, -2.69)
H (-2.29, 2.05, -0.67)
H (-0.03, 3.13, -0.79)
H (0.84, 3.95, -2.90)
H (-0.18, 3.43, -4.97)
C (3.04, 3.60, -1.18)
C (1.97, 2.86, -1.75)
C (1.42, 1.72, -1.14)
C (1.88, 1.36, 0.14)
C (2.92, 2.13, 0.64)
C (3.47, 3.26, 0.07)
H (3.49, 4.49, -1.58)
H (1.63, 3.11, -2.75)
H (0.64, 1.14, -1.62)
H (1.44, 0.56, 0.71)
H (3.30, 1.86, 1.61)
H (4.26, 3.79, 0.58)
C (-0.30, -0.18, 1.19)
C (-0.99, 0.62, 0.26)
C (-1.57, -0.03, -0.92)
C (-1.35, -1.39, -1.14)
C (-0.67, -2.14, -0.21)
C (-0.12, -1.52, 0.96)
H (0.07, 0.32, 2.07)
H (-1.17, 1.67, 0.42)
H (-2.11, 0.57, -1.63)
H (-1.70, -1.92, -2.01)
H (-0.55, -3.20, -0.34)
H (0.47, -2.07, 1.68)
C (0.39, -4.44, 2.95)
C (-0.08, -4.56, 1.62)
C (0.70, -4.14, 0.57)
C (2.04, -3.71, 0.82)
C (2.47, -3.48, 2.13)
C (1.66, -3.93, 3.16)
H (-0.17, -4.70, 3.84)
H (-1.01, -5.08, 1.43)
H (0.41, -4.20, -0.47)
H (2.68, -3.41, 0.00)
H (3.47, -3.11, 2.28)
H (1.98, -3.81, 4.19)

=====

Molecular formula: BH24O10
Method: DFT, ωB97M-V/def2-TZVPD

Values from the calculation:
Charge: -1
DFT total energy in eV: -21537.9515
HOMO energy in eV: -6.51
ΔE to the lowest compared entry with this formula, charge and spin in kJ/mol: 496.8

Element x y z (Å)
B (-0.27, 0.38, 0.02)
H (-0.86, -0.38, 0.85)
H (-0.10, -0.42, -0.97)
H (-0.93, 1.45, -0.50)
H (0.84, 0.84, 0.53)
O (-2.19, 1.10, -3.28)
H (-1.46, 0.72, -2.49)
H (-2.10, 1.91, -3.62)
O (0.06, 4.04, -0.52)
H (-0.11, 3.07, -0.48)
H (0.35, 4.24, 0.25)
O (1.57, -1.88, 1.07)
H (1.16, -2.82, 1.02)
H (0.97, -1.25, 0.75)
O (1.38, -0.86, 3.59)
H (1.47, -1.75, 3.88)
H (1.25, -0.97, 2.78)
O (-2.32, -3.18, 1.86)
H (-1.42, -3.15, 1.48)
H (-2.74, -3.96, 1.41)
O (0.46, -3.80, 0.59)
H (0.13, -4.65, 0.60)
H (0.21, -3.27, -0.21)
O (1.14, 4.28, 1.88)
H (0.93, 3.28, 2.15)
H (1.94, 4.37, 1.50)
O (1.32, -1.06, -3.74)
H (2.27, -0.97, -3.47)
H (0.91, -1.40, -2.98)
O (2.23, 1.50, -2.53)
H (2.46, 0.56, -2.56)
H (1.53, 1.52, -1.92)
O (-3.62, 1.20, 1.10)
H (-2.74, 1.08, 0.63)
H (-3.75, 0.22, 1.31)

=====

Molecular formula: H4O2
Method: DFT, ωB97M-V/def2-TZVPD

Values from the calculation:
Structure (SMILES): O.O
DFT total energy in eV: -4159.8211
HOMO energy in eV: -10.64
ΔE to the lowest compared entry with this formula, charge and spin in kJ/mol: 11.4

Element x y z (Å)
O (-0.63, 0.74, -1.07)
H (-0.11, 0.21, -0.37)
H (0.06, 1.34, -1.34)
O (0.56, -0.71, 0.93)
H (-0.09, -1.43, 1.06)
H (0.71, -0.30, 1.78)

=====

Molecular formula: C12H40O10
Method: DFT, ωB97M-V/def2-TZVPD

Values from the calculation:
Structure (SMILES): COCCOC.COCCOC.CO.CO.CO.CO.O.O
DFT total energy in eV: -33563.6159
HOMO energy in eV: -9.70

Element x y z (Å)
C (1.60, 1.62, -2.34)
O (2.31, 2.55, -1.56)
C (3.68, 2.55, -1.90)
C (4.40, 3.67, -1.18)
O (4.08, 3.64, 0.19)
C (5.03, 4.33, 0.97)
H (0.59, 1.52, -1.96)
H (2.01, 0.60, -2.27)
H (1.64, 1.90, -3.40)
H (3.76, 2.76, -2.98)
H (4.15, 1.58, -1.73)
H (4.21, 4.65, -1.63)
H (5.47, 3.46, -1.32)
H (5.96, 3.75, 1.05)
H (4.64, 4.52, 1.96)
H (5.30, 5.30, 0.52)
C (2.90, 0.65, 1.40)
O (1.73, 0.29, 2.13)
C (0.63, 1.09, 1.81)
C (-0.58, 0.64, 2.61)
O (-0.87, -0.73, 2.46)
C (-2.05, -1.10, 3.15)
H (2.70, 0.53, 0.33)
H (3.66, -0.08, 1.67)
H (3.22, 1.67, 1.60)
H (0.29, 0.99, 0.77)
H (0.79, 2.15, 2.04)
H (-1.43, 1.24, 2.26)
H (-0.46, 0.89, 3.68)
H (-2.37, -2.04, 2.72)
H (-2.83, -0.33, 3.04)
H (-1.86, -1.23, 4.22)
C (-5.62, -0.18, 0.54)
O (-6.78, -0.34, 1.33)
H (-5.49, -1.03, -0.15)
H (-5.70, 0.72, -0.05)
H (-4.68, -0.15, 1.12)
H (-6.60, -0.91, 2.08)
C (-2.64, -4.15, -2.16)
O (-3.27, -3.38, -1.14)
H (-1.84, -3.55, -2.59)
H (-2.19, -5.05, -1.74)
H (-3.35, -4.40, -2.95)
H (-3.81, -3.95, -0.58)
C (1.41, -3.39, -1.31)
O (1.06, -2.54, -2.41)
H (2.19, -4.10, -1.58)
H (1.74, -2.74, -0.50)
H (0.50, -3.89, -0.94)
H (0.76, -3.06, -3.16)
C (-1.39, -0.50, -1.03)
O (-2.80, -0.60, -0.87)
H (-0.90, -1.01, -0.20)
H (-1.03, -1.00, -1.94)
H (-1.03, 0.52, -1.09)
H (-2.98, -1.55, -0.76)
O (-3.57, 2.08, -1.45)
H (-3.45, 1.15, -1.20)
H (-2.82, 2.55, -1.06)
O (0.76, -3.06, 2.16)
H (0.21, -2.25, 2.22)
H (1.03, -3.23, 3.07)